Entry from OMol25: C4H8O4 in the gas phase (wB97M-V/def2-TZVPD).

Geometry (Å):
C 0.31185 2.06630 -0.26557
C -0.24262 0.71475 0.11238
O -1.55369 0.60732 -0.52259
O -2.39863 -0.27786 0.19790
O -0.11481 0.22535 1.36167
C 0.58929 -0.50285 -0.00600
C 0.09082 -1.90381 -0.14640
O 1.88373 -0.29126 -0.30385
H -0.22741 2.82391 0.29804
H 1.36700 2.12221 -0.00933
H 0.18621 2.22645 -1.33461
H -2.23815 -0.01549 1.12974
H 0.39965 -2.47448 0.73065
H -0.99610 -1.93078 -0.18324
H 0.50575 -2.35814 -1.04596
H 2.43711 -1.03162 -0.01283

Properties
Multiplicity = 1
F_max = 2.33 eV/Å
LUMO energy = 0.559 eV
Relative energy (zero: lowest compared OMol25 entry of this formula, charge and spin) = 536.9 kJ/mol
SMILES = C[C@]1(OO)O[C@]1(C)O

Löwdin population analysis, charges in e, atoms 1 to 4: atom 1 (C): 0.035, atom 2 (C): -0.581, atom 3 (O): -0.072, atom 4 (O): -0.035